84
Properties=species:S:1:pos:R:3:forces:R:3:mulliken_charge:R:1 method="wB97M-V/def2-TZVPD" e_homo_ev=-15.3 relative_energy_kcal_mol=33.77 gap_ev=7.073 multiplicity=1 lumo_energy_ev=-8.184 charge=+3
Y 10.979 12.636 12.897 0.33 -0.38 0.05 0.221
S 12.025 14.423 14.756 -0.02 -0.05 0.16 -0.093
C 13.399 15.183 14.137 -0.25 -0.40 -1.45 0.187
N 14.295 15.758 14.870 0.49 1.61 0.19 0.395
C 15.574 16.340 14.273 -0.52 -1.38 0.60 -0.675
C 15.204 17.086 13.055 -0.93 -1.07 -0.17 -0.758
N 14.405 16.156 12.185 -0.05 1.58 -1.09 0.264
C 14.583 16.492 10.704 0.45 -0.50 1.40 -1.966
C 15.879 15.920 10.247 0.78 0.85 -0.76 1.242
C 16.662 16.682 9.364 -1.49 1.26 -1.83 -0.524
C 17.731 16.136 8.665 -0.65 -0.39 2.58 -0.594
C 18.223 14.915 9.098 -0.27 -1.00 -0.75 -0.557
C 17.459 14.117 9.937 -1.46 -0.15 1.11 -0.564
C 16.277 14.641 10.533 0.47 -1.71 -0.50 0.241
C 13.589 15.231 12.619 0.70 0.36 0.16 -0.009
S 12.859 14.173 11.518 -0.34 -0.21 0.31 -0.002
C 14.071 15.756 16.323 2.15 -0.88 0.83 -0.968
C 15.089 16.503 17.149 0.96 -0.29 0.60 -0.627
C 14.989 17.846 17.508 -0.58 -0.92 -0.24 -0.108
C 15.895 18.424 18.359 -0.16 1.16 0.06 -0.515
C 16.979 17.736 18.859 -0.06 -0.03 -0.90 -0.479
C 17.165 16.430 18.444 -0.60 0.62 -0.26 -0.634
C 16.215 15.820 17.658 -0.75 -0.26 -0.65 -0.157
H 16.128 15.451 14.021 0.62 -0.24 -0.20 0.287
H 16.154 16.890 15.011 -0.47 0.11 0.07 0.551
H 16.028 17.431 12.468 0.73 -0.06 -0.24 0.521
H 14.636 17.940 13.339 -0.85 0.79 -0.08 0.321
H 14.617 17.563 10.591 -0.14 0.47 0.34 0.548
H 13.751 16.128 10.141 -0.59 -0.37 -0.13 0.565
H 16.238 17.660 8.932 0.70 -1.36 1.11 0.236
H 18.179 16.665 7.892 0.87 0.89 -1.15 0.496
H 19.088 14.515 8.597 0.21 -0.21 0.04 0.383
H 17.574 13.031 10.120 0.75 0.88 -0.26 0.362
H 15.591 13.928 11.046 0.69 0.72 -0.18 0.071
H 14.151 14.688 16.544 -0.02 -0.04 0.47 0.637
H 13.090 16.014 16.606 -1.33 0.68 -0.25 0.701
H 14.168 18.448 17.193 -0.57 0.28 -0.40 0.458
H 15.727 19.487 18.539 0.32 -0.31 0.36 0.376
H 17.717 18.264 19.406 0.54 0.22 0.66 0.423
H 18.064 15.911 18.619 0.87 -0.59 0.68 0.442
H 16.371 14.774 17.431 -0.10 -0.13 -0.22 0.334
C 8.625 8.659 11.926 -0.32 -0.71 0.76 -1.164
C 9.101 9.960 12.111 0.81 -0.62 0.06 -0.267
N 10.295 10.299 12.611 -0.95 0.09 -0.18 0.788
C 11.120 9.319 13.061 0.26 -0.07 -1.05 -0.206
C 10.726 7.992 13.009 -1.30 -0.44 -0.06 0.835
C 9.425 7.705 12.485 0.74 -1.62 0.31 -0.404
C 11.607 6.958 13.443 1.32 0.08 0.47 -1.177
C 12.886 7.303 13.743 0.08 -0.58 0.50 -0.760
C 13.364 8.631 13.629 0.66 -0.76 0.71 1.160
C 14.728 8.931 13.784 -0.44 -0.11 -0.50 -0.967
C 15.151 10.183 13.514 1.76 0.68 0.10 -0.863
C 14.212 11.162 13.244 -1.40 1.09 -0.51 -0.228
N 12.905 10.909 13.091 0.39 0.72 1.00 0.434
C 12.497 9.646 13.339 -1.01 0.61 -1.07 0.105
H 7.620 8.377 11.519 1.16 0.71 0.34 0.404
H 8.466 10.729 11.824 -0.84 1.64 -0.50 0.632
H 9.149 6.637 12.540 -0.09 0.69 -0.29 0.420
H 11.347 5.916 13.557 -0.50 0.05 -0.24 0.444
H 13.645 6.622 14.122 -0.46 -0.42 -0.25 0.455
H 15.477 8.210 14.009 0.15 -0.85 0.20 0.475
H 16.249 10.356 13.494 -1.05 0.33 0.19 0.442
H 14.411 12.227 13.146 0.59 -0.27 -0.22 0.251
N 10.793 11.456 15.316 -1.67 -0.11 -1.57 -0.042
N 9.945 12.044 16.231 -0.62 0.38 1.76 -0.654
C 8.938 12.869 15.888 0.40 0.13 0.24 0.803
N 8.130 13.351 16.832 -0.07 0.18 -0.55 -0.435
S 8.712 13.335 14.303 -0.38 0.49 -1.20 -0.382
H 10.420 10.542 15.095 0.10 -0.30 -0.15 0.365
H 11.700 11.342 15.668 1.49 0.11 0.92 0.340
H 9.907 11.668 17.171 0.30 -0.08 -0.06 0.243
H 8.063 12.992 17.769 0.13 0.01 0.16 0.219
H 7.496 14.102 16.553 0.20 -0.58 0.23 0.227
S 9.302 13.188 10.637 0.51 -0.33 0.01 -0.352
C 9.986 12.666 9.163 -0.88 0.82 -0.73 0.468
N 9.300 12.821 8.015 0.06 0.24 0.24 -0.201
C 9.903 12.178 6.860 -1.01 0.11 -1.37 -0.563
C 11.356 12.141 7.109 2.36 -0.06 -1.20 -0.570
S 11.603 11.998 8.871 -1.26 0.29 0.91 0.052
H 8.332 13.174 7.849 1.16 -0.27 1.18 0.298
H 9.709 12.725 5.889 -0.11 -0.58 1.21 0.337
H 9.461 11.180 6.830 0.15 -0.09 -0.44 0.285
H 11.902 13.030 6.726 -0.51 -0.35 0.40 0.316
H 11.847 11.283 6.624 -0.31 0.21 0.15 0.408